No. 1
Below is C4H5NO2 in the gas phase, with properties calculated with ωB97M-V/def2-TZVPD.

The geometry in XYZ format:
```
12
Properties=species:S:1:pos:R:3:forces:R:3
H 2.114 0.561 -0.585 -0.9786 -0.5726 -0.6597
H 0.511 0.228 -1.570 0.1983 -0.0299 -0.2073
N -1.139 1.098 0.344 2.6840 1.6573 0.6782
H 0.867 1.743 1.148 -1.3858 -1.6287 -0.8323
C -1.880 0.264 -0.081 -0.8263 0.8288 0.6243
O -0.382 -1.515 0.291 -0.8480 -0.0328 1.1765
C 1.041 0.254 -0.630 1.0910 1.8566 0.9391
O -2.798 -0.321 -0.447 -1.6306 -1.4174 -1.1047
C 0.600 -0.583 0.493 1.9869 -0.0596 0.6182
C 0.294 0.948 0.545 -0.3161 -1.0103 -0.3174
H 1.348 -1.064 1.117 0.1796 0.6424 0.1577
H -0.576 -1.613 -0.625 -0.1544 -0.2337 -1.0726
```
Positions in Å, forces in eV/Å.

The SMILES is O=C=N[C@@H]1C[C@@H]1O. The value obtained for the LUMO energy is 0.8 eV. As for the energy relative to the best compared isomer or geometry (same formula, charge and spin): 212.89 kJ/mol. The HOMO energy is -9.2676 eV. The HOMO-LUMO gap is 10.1 eV.

---

No. 2
Below is C4H5NO2S in the gas phase, with properties calculated with ωB97M-V/def2-TZVPD.

The geometry in XYZ format:
```
13
Properties=species:S:1:pos:R:3:forces:R:3
S -2.334 -0.004 -0.184 -1.2999 -0.0887 -0.6588
C 1.665 -0.041 -0.042 -0.4965 -0.6353 0.0241
H -2.334 -1.347 -0.268 0.2991 0.1045 0.1513
C -0.733 0.254 0.477 1.2695 0.7360 0.4641
C 0.314 -0.777 0.135 -0.5813 -0.5225 -0.0172
H 2.082 1.902 -0.244 1.0104 1.3465 -0.3194
H -0.274 2.381 0.727 0.1085 0.0008 -0.0900
O 0.090 -1.951 0.033 0.5827 0.2783 -0.0959
O 2.735 -0.569 -0.158 0.4495 -0.0472 -0.0492
H -0.782 0.226 1.585 0.1526 0.2690 -0.4167
C -0.080 1.594 -0.005 -0.1977 0.1650 0.1134
N 1.365 1.275 -0.037 -1.9090 -0.9769 0.1302
H -0.509 1.952 -0.984 0.6121 -0.6294 0.7639
```
Positions in Å, forces in eV/Å.

The SMILES is O=C1NC[C@@H](S)C1=O. The value obtained for the LUMO energy is -0.1 eV. As for the energy relative to the best compared isomer or geometry (same formula, charge and spin): 101.60 kJ/mol. The HOMO energy is -9.4700 eV. The HOMO-LUMO gap is 9.4 eV.